(1)
This record from OMol25 describes a structure of composition C24H58OsP2Si4. The level of theory is ωB97M-V with the def2-TZVPD basis set.

Calculated values
Energy relative to the best compared isomer or geometry (same formula, charge and spin)   239.89 kcal/mol
Strongest force on any atom   7.0 eV/A
M   711.2 Da
LUMO (alpha / beta)   -6.3827 / -7.1078 eV
Expectation value of S²   6.157
HOMO energy (alpha / beta)   -11.034 / -12.427 eV

Geometry as ORCA input:
```
! RIJCOSX wB97M-V def2-TZVPD def2/J DEFGRID3
* xyz 2 5
P -0.48 -2.44 -3.20
P -0.16 1.28 -3.89
C -0.71 -1.38 -4.66
C 0.19 -0.17 -4.94
H -1.77 -1.06 -4.61
H -0.63 -2.05 -5.53
H 1.26 -0.41 -4.90
H 0.06 0.11 -6.00
C -1.66 2.14 -4.43
H -1.91 2.98 -3.75
H -2.54 1.48 -4.47
H -1.55 2.58 -5.44
C 1.17 2.50 -4.59
H 1.07 2.90 -5.61
H 2.14 1.98 -4.49
H 1.18 3.35 -3.89
C -1.53 -3.87 -3.54
H -1.42 -4.67 -2.81
H -1.23 -4.25 -4.53
H -2.56 -3.50 -3.61
C 1.04 -3.31 -4.28
H 1.85 -2.58 -4.46
H 0.70 -3.67 -5.26
H 1.48 -4.17 -3.75
Os -1.85 -1.07 0.77
C 1.75 1.71 -1.62
C 0.59 1.93 -2.35
C -0.45 -0.15 -1.85
C -0.08 -1.57 -1.76
C 1.26 -2.62 -2.00
C 2.45 -2.00 -1.78
C 2.68 -0.58 -2.17
C 2.33 0.41 -1.05
C -0.43 -2.51 1.40
H 2.43 2.58 -1.47
H -0.29 2.42 -1.83
H -1.41 0.11 -2.39
H -0.67 0.21 -0.78
H -3.03 -1.85 1.52
H -0.67 -2.00 -0.93
H 1.03 -3.66 -1.57
H 3.31 -2.55 -1.33
H 2.18 -0.24 -3.12
H 3.78 -0.48 -2.33
H 1.65 -0.01 -0.26
H 3.30 0.61 -0.52
H 0.59 -2.21 1.78
H -0.15 -3.30 0.66
H -0.84 -3.03 2.32
C 3.14 0.14 2.18
Si 1.74 1.32 2.65
C 2.12 1.87 4.42
C 1.87 2.88 1.60
Si -0.32 0.04 2.20
Si -0.70 -0.64 4.45
C -0.76 0.53 5.95
C -2.33 -1.54 4.24
C 0.75 -1.81 4.81
Si -2.12 1.54 2.08
C -2.73 2.33 3.71
C -1.62 3.12 1.11
C -3.48 0.63 1.18
H 4.01 0.74 1.85
H 2.87 -0.55 1.37
H 3.45 -0.47 3.04
H 3.12 2.34 4.43
H 1.41 2.61 4.80
H 2.15 1.05 5.15
H 1.63 2.71 0.54
H 1.22 3.68 1.98
H 2.91 3.24 1.65
H -1.67 1.13 5.99
H -0.74 -0.09 6.86
H 0.10 1.22 6.00
H -2.50 -1.85 3.19
H -2.34 -2.45 4.87
H -3.16 -0.88 4.53
H 0.72 -2.69 4.16
H 1.73 -1.32 4.68
H 0.68 -2.14 5.85
H -1.89 2.78 4.25
H -3.45 3.13 3.50
H -3.23 1.62 4.38
H -0.97 2.89 0.26
H -2.52 3.63 0.74
H -1.09 3.80 1.79
H -3.37 -0.25 0.44
H -4.26 0.38 1.93
H -3.81 1.43 0.52
*
```

(2)
This record from OMol25 describes the molecule C4H6N2S. The level of theory is ωB97M-V with the def2-TZVPD basis set.

Calculated values
SMILES string   Cn1nccc1S
Energy relative to the best compared isomer or geometry (same formula, charge and spin)   57.85 kcal/mol
Strongest force on any atom   6.8 eV/A
M   114.2 Da
LUMO   0.5722 eV
HOMO energy   -8.901 eV

Geometry as ORCA input:
```
! RIJCOSX wB97M-V def2-TZVPD def2/J DEFGRID3
* xyz 0 1
C 0.37 1.67 -0.12
C -1.77 -0.94 0.03
C -0.49 -1.67 -0.21
C 0.51 -0.75 -0.23
H -0.18 2.45 -0.65
H 0.72 2.08 0.80
H 1.46 1.57 -0.60
H -2.73 -1.43 0.10
H -0.62 -2.66 -0.13
H 2.13 -0.50 1.24
N -0.17 0.45 -0.10
N -1.58 0.36 -0.03
S 2.34 -0.62 -0.09
*
```

(3)
This record from OMol25 describes the ion C8H8NO with charge +1. The level of theory is ωB97M-V with the def2-TZVPD basis set.

Calculated values
Energy relative to the best compared isomer or geometry (same formula, charge and spin)   110.54 kcal/mol
Strongest force on any atom   4.2 eV/A
M   134.2 Da
LUMO (alpha / beta)   -5.3155 / -5.3157 eV
HOMO energy (alpha / beta)   -12.412 / -12.411 eV

Geometry as ORCA input:
```
! RIJCOSX wB97M-V def2-TZVPD def2/J DEFGRID3
* xyz 1 1
C 2.08 -1.57 0.36
C 0.80 -1.53 0.13
C 3.02 -0.65 0.36
C 2.45 0.68 0.03
C -0.19 -0.69 0.31
C 1.18 1.04 -0.01
C -1.51 -0.44 0.13
C -2.53 -1.38 -0.44
N 0.42 2.00 -0.29
O -1.99 0.74 0.43
H 4.04 -0.71 0.79
H 3.13 1.57 0.33
H -3.14 -0.74 -1.10
H -3.06 -1.82 0.36
H -2.21 -2.32 -0.83
H -2.77 1.02 0.02
H 0.78 2.74 -0.90
H -0.50 2.06 0.33
*
```